Formula: C21H36N2O6S2
Source: the OMol25 dataset
Level of theory: ωB97M-V/def2-TZVPD

For the molecular weight, the calculation gives 476.7 g/mol. The total charge is 0. Its energy is -59287.3507 eV. The HOMO-LUMO gap comes out at 8.64 eV.

Each line ends with the natural charge from an NBO analysis.
Element x y z (Å)
O 2.07382 4.73875 -0.88394  -0.9084
S 1.40434 5.12214 -2.17959  1.6980
O 2.39787 4.60409 -3.47463  -0.6829
C 2.64360 3.17465 -3.40946  -0.1097
C 3.97793 2.75047 -2.61163  -0.4354
C 3.56024 1.53074 -1.61990  -0.4210
C 3.28516 0.14781 -2.38903  -0.5407
S 4.70024 -1.05244 -2.30352  0.2398
C 5.31788 -1.15694 -0.57963  0.2668
N 5.09008 -2.09206 0.47115  -0.2628
N 5.81377 -1.68031 1.57045  -0.2643
C 6.50812 -0.48805 1.21181  0.2559
O 6.22809 -0.15256 -0.14648  -0.4337
O -0.02727 4.27165 -2.43107  -0.7033
C -0.30329 3.29282 -1.38984  -0.0998
C -1.37318 2.23932 -2.04201  -0.4263
C -2.66033 1.98638 -1.11437  -0.4502
C -3.09980 0.44441 -1.36370  -0.0020
C -3.64266 -0.46964 -0.20580  -0.2346
C -4.02036 -1.94538 -0.52550  -0.2189
C -3.88771 -2.58748 -1.93209  -0.2393
C -3.38961 -1.68762 -3.08330  -0.2218
C -3.01969 -0.21200 -2.77323  -0.2528
H 1.77780 2.55035 -3.00806  0.1818
H 2.79997 2.82756 -4.50229  0.2018
H 4.71520 2.28251 -3.36166  0.2086
H 4.48917 3.61182 -2.06548  0.2443
H 2.58579 1.80156 -1.05653  0.2097
H 4.36286 1.44023 -0.81460  0.2323
H 2.95802 0.27553 -3.48488  0.2458
H 2.39172 -0.36671 -1.86778  0.2319
H 7.21110 0.18872 1.78701  0.2317
H 0.58879 2.66128 -1.07516  0.2054
H -0.86701 3.76113 -0.49715  0.1943
H -0.80684 1.24444 -2.20117  0.2141
H -1.63746 2.62440 -3.09051  0.2275
H -2.49986 2.21966 -0.01089  0.2320
H -3.51622 2.61289 -1.56951  0.2322
H -3.72406 -0.02102 0.83997  0.2503
H -4.39030 -2.59066 0.33476  0.2223
H -4.13935 -3.68031 -2.17299  0.2330
H -3.25829 -2.01912 -4.17485  0.2295
H -2.62455 0.45271 -3.62780  0.2164
C 2.63527 -6.18076 2.28297  -0.6296
C 3.95351 -6.07466 3.03369  0.0955
C 3.94085 -4.90989 4.00876  -0.6307
O 5.01905 -5.89864 2.10358  -0.7224
H 2.44545 -5.27529 1.69762  0.2014
H 2.66206 -7.01449 1.57609  0.2154
H 1.79967 -6.33267 2.97143  0.2055
H 4.14453 -7.00628 3.57363  0.1712
H 3.79630 -3.96207 3.48029  0.2055
H 4.89786 -4.83769 4.53232  0.2168
H 3.14481 -5.02122 4.74996  0.2039
H 4.86053 -5.07513 1.62029  0.4668
C -6.86069 2.84726 1.79148  -0.6297
C -6.27414 1.62328 2.47668  0.0923
C -6.71187 1.53948 3.93048  -0.6296
O -4.84987 1.68086 2.41270  -0.7281
H -6.52300 3.76744 2.27949  0.1968
H -6.52865 2.90082 0.75108  0.2188
H -7.95326 2.82400 1.80901  0.2126
H -6.58695 0.71983 1.94604  0.1806
H -6.36907 2.41437 4.49253  0.1974
H -6.27391 0.66182 4.41329  0.2187
H -7.80000 1.47708 4.01208  0.2121
H -4.56219 2.47680 2.87942  0.4613